Here is a 2-piece molecular cluster, C6H8O2 overall in a non-equilibrium geometry from the Open Molecules 2025 dataset. Energies are from ωB97M-V/def2-TZVPD.

XYZ file:
```
16
Properties=species:S:1:pos:R:3:lowdin_charge:R:1
C -1.57 1.62 0.69 -0.2085
C -0.48 1.45 -0.16 -0.2188
C 0.22 0.24 -0.14 -0.1377
C -0.14 -0.70 0.82 -0.4167
O 0.63 -1.80 1.03 -0.0214
C -1.24 -0.54 1.68 -0.1379
C -1.99 0.61 1.55 -0.2111
H -2.06 2.58 0.64 0.0655
H -0.36 2.15 -0.98 0.0540
H 1.11 0.02 -0.72 0.0569
H 1.33 -1.87 0.35 0.0793
H -1.21 -1.29 2.47 0.0712
H -2.89 0.87 2.10 0.0525
H 3.42 -1.04 -3.68 0.0276
H 2.34 -1.54 -2.71 0.0392
O 2.86 -0.74 -2.94 -0.0943
```

Output
Multiplicity: 2
Charge: -1
E_tot in hartree: -383.83951
HOMO-LUMO gap (spin up / spin down) in eV: 1.758 / 6.107
Energy above the lowest of the compared OMol25 structures with the same formula, charge and spin in eV: 0.000
E_HOMO (spin up / spin down) in eV: 1.264 / -3.192